The following is a DFT calculation (wB97M-V/def2-TZVPD) of an isolated ion of composition C5H10N3O and charge +1 at a distorted geometry.

Structure (XYZ):
```
19
Properties=species:S:1:pos:R:3:forces:R:3
O 0.746 -0.288 2.688 0.61 -0.28 -0.62
N -1.259 1.247 1.724 1.87 0.12 -2.26
N 1.866 -0.640 0.654 0.18 0.50 0.48
N 1.320 -1.202 -0.366 -1.24 -0.85 -2.63
C 0.446 -1.347 -1.129 2.09 -0.07 0.94
C 0.030 1.495 -0.477 -1.99 0.41 -0.30
C 0.806 -0.064 1.468 -0.99 1.31 2.65
C -0.110 0.713 0.801 -1.16 1.33 -0.40
C -0.414 -1.954 -2.101 -1.37 1.31 -3.37
H -1.450 -2.091 -1.728 0.93 -0.74 0.14
H 1.094 1.516 -0.652 0.16 0.34 -0.94
H -0.405 2.548 -0.420 1.07 -0.89 0.45
H -1.968 0.535 1.534 -0.24 0.46 1.33
H -1.552 2.161 1.285 0.27 -1.16 1.02
H -0.661 -1.360 -3.150 1.20 -0.83 2.81
H -0.820 1.351 2.665 -0.95 -0.52 -0.34
H 2.771 -0.966 1.015 -0.83 -0.13 -0.18
H 0.194 -2.813 -2.461 -0.95 -0.08 0.46
H -0.635 1.157 -1.349 1.33 -0.22 0.76
```
Positions in Å, forces in eV/Å.

Computed properties:
Orbital gap = 7.45 eV
Energy relative to the best compared isomer or geometry (same formula, charge and spin) = 116.7 kcal per mole
Total charge = +1
HOMO = -11.498 eV
2S+1 = 1